[1]
Molecular formula: C38H59AsCl3CoN4PSi4
Method: DFT, ωB97M-V/def2-TZVPD

XYZ file:
```
111
Properties=species:S:1:pos:R:3:forces:R:3:mulliken_charge:R:1
Co 0.899195 0.947269 -1.720352 0.0 -0.9 -0.2 -0.03
C -0.018095 -7.242023 -3.201152 0.0 0.0 0.0 -0.43
C 0.238731 -6.908142 -1.878139 0.0 0.0 0.0 -0.79
C 0.202144 -5.581578 -1.470437 -0.1 0.0 0.1 0.07
C -0.094270 -4.561308 -2.371824 0.0 0.1 -0.1 -0.21
C -0.363468 -4.916217 -3.693776 0.1 0.0 0.0 -0.34
C -0.319989 -6.238871 -4.111685 0.0 0.0 0.0 -0.68
P -0.193901 -2.752530 -1.985612 -0.1 0.1 0.0 0.21
C -0.607174 -2.873189 -0.208646 0.0 0.0 0.0 0.94
C 0.271001 -3.250593 0.801731 0.0 0.1 0.0 -0.17
C -0.190834 -3.449942 2.093954 0.0 0.0 0.0 -1.15
C -1.527888 -3.248463 2.400475 0.0 0.0 0.0 -0.68
C -2.408518 -2.846465 1.408240 0.0 0.0 0.0 -0.42
C -1.947583 -2.667280 0.113332 0.0 0.0 0.0 -0.67
C 1.559264 -2.209421 -2.180448 -0.2 0.1 -0.3 1.85
C 2.546671 -3.174673 -2.383915 0.1 -0.1 0.1 -0.27
C 3.809863 -2.824038 -2.839874 0.0 0.0 0.1 -0.80
C 4.067954 -1.496476 -3.135225 0.0 0.0 0.0 -0.72
C 3.088755 -0.537528 -2.899260 0.1 0.0 0.0 -0.31
C 1.811032 -0.824377 -2.392787 0.2 -0.2 0.2 -1.20
H 0.009809 -8.278052 -3.517986 0.0 0.0 0.0 0.35
H 0.475327 -7.682631 -1.158379 0.0 0.0 0.0 0.40
H 0.399906 -5.339866 -0.433190 0.0 0.0 -0.1 0.45
H -0.606458 -4.134244 -4.404295 0.0 0.0 0.0 0.35
H -0.525307 -6.485494 -5.146554 0.0 0.0 0.0 0.39
H 1.322723 -3.379423 0.576355 0.0 0.0 0.0 0.68
H 0.498627 -3.748073 2.870720 0.1 0.0 0.1 0.47
H -1.874244 -3.371746 3.418148 0.0 0.0 0.0 0.29
H -3.449078 -2.660457 1.646257 0.0 0.0 0.0 0.33
H -2.629574 -2.357717 -0.670555 0.0 0.0 0.0 0.22
H 2.338381 -4.221492 -2.192779 0.0 0.0 0.0 0.32
H 4.572320 -3.583524 -2.971454 0.0 0.0 0.0 0.35
H 5.031553 -1.204159 -3.540906 0.0 0.0 0.0 0.38
H 3.335633 0.497944 -3.121776 0.0 0.0 0.0 0.27
C -1.105791 -0.401486 -4.439685 0.1 0.0 0.1 -1.20
N -2.206434 0.176015 -3.694322 0.0 0.1 -0.1 0.85
C -3.229132 0.783339 -4.517931 0.0 0.0 0.0 -1.27
C -2.202461 0.330881 -2.343336 -0.1 -0.1 0.2 -0.76
N -1.132349 0.359046 -1.615776 0.0 0.5 0.3 1.99
N -3.470149 0.441115 -1.786172 0.0 0.1 -0.1 0.54
C -4.496370 -0.513652 -2.139798 0.0 0.0 0.0 -1.36
C -3.605949 1.032248 -0.473993 0.0 -0.1 0.0 -0.76
H -0.862188 0.246992 -5.276648 0.1 0.0 -0.1 0.24
H -1.386649 -1.391263 -4.814939 0.0 0.0 0.0 0.17
H -0.220400 -0.499620 -3.817006 0.0 0.0 0.0 0.32
H -2.755337 1.472477 -5.221491 0.0 0.0 0.0 0.38
H -3.926371 1.346130 -3.903890 0.0 0.0 0.0 0.36
H -3.779594 0.025130 -5.087720 0.0 0.0 0.0 0.33
H -1.375380 0.334720 -0.626439 0.1 -0.2 0.0 -0.95
H -4.187355 -1.091359 -3.007686 0.0 0.0 0.0 0.44
H -5.442793 -0.012286 -2.370957 0.0 0.0 0.0 0.24
H -4.677580 -1.209106 -1.310649 0.0 0.0 0.0 0.38
H -2.899595 1.850504 -0.370327 -0.1 -0.1 0.0 -0.36
H -3.436933 0.312971 0.338469 0.1 0.0 0.0 0.19
H -4.614631 1.439484 -0.370567 0.0 0.0 0.0 0.28
C 5.132636 1.016971 -0.250024 0.0 0.0 -0.1 -1.11
Si 3.397601 0.981938 0.508971 0.0 -0.1 0.3 -0.60
C 2.994835 -0.823769 0.804780 0.0 0.0 0.0 -0.60
C 3.586449 1.818911 2.192285 0.0 0.1 0.0 -0.88
N 2.140179 1.728200 -0.390052 0.0 0.3 -0.3 1.11
C 1.947616 3.092668 -0.252908 -0.1 0.0 0.2 0.30
C 2.982405 4.029571 -0.071961 0.0 0.0 0.0 -0.02
C 2.721468 5.382773 0.045411 0.0 0.0 0.0 -0.64
C 1.421623 5.872734 -0.013432 0.0 0.0 0.0 -0.92
C 0.383083 4.967571 -0.181708 0.0 0.0 0.0 -0.59
C 0.640482 3.612613 -0.281491 0.0 0.0 -0.1 -0.15
H 5.852552 0.653508 0.490095 0.0 0.0 0.0 0.36
H 5.440023 2.018206 -0.558124 0.0 0.0 0.0 0.31
H 5.187911 0.368199 -1.124387 0.0 0.0 -0.1 0.17
H 3.426747 -1.157980 1.751886 0.0 0.0 0.0 0.76
H 3.369854 -1.465590 0.006898 0.0 -0.1 -0.1 0.33
H 1.912884 -0.940109 0.867173 -0.1 0.0 0.1 -0.27
H 3.980157 1.110588 2.925657 0.0 0.0 0.0 0.50
H 2.611545 2.166373 2.541307 0.0 0.0 0.0 0.03
H 4.258151 2.678873 2.160798 0.0 0.0 0.0 0.43
H 4.008784 3.685671 -0.060473 0.0 0.0 0.0 0.10
H 3.551876 6.070804 0.167551 0.0 0.0 0.0 0.33
H 1.224881 6.935234 0.060970 0.0 0.0 0.0 0.32
H -0.642534 5.314061 -0.232184 0.0 0.0 0.0 0.46
H -0.183275 2.908775 -0.355221 0.0 0.0 0.0 0.39
Cl 0.807460 2.289671 -5.543350 0.0 -0.1 0.0 -0.46
Si 0.734691 2.699059 -3.404608 -0.1 0.4 -0.4 0.49
Cl -1.228536 3.617187 -3.345198 0.0 0.0 -0.1 -0.42
Cl 2.001739 4.394059 -3.487120 0.0 0.0 0.1 -0.39
C -1.187619 -0.131757 5.650134 0.0 0.0 -0.1 -1.15
Si 0.149934 0.531965 4.461537 0.0 -0.1 0.1 0.22
C 1.510372 -0.785694 4.519512 0.0 0.0 -0.1 -0.48
C 0.949083 1.998830 5.379901 -0.1 0.0 0.0 -1.34
As -0.501656 0.937192 2.301609 -0.1 0.1 0.1 0.23
Si -2.243201 2.322949 2.896867 0.0 0.0 0.0 0.15
C -2.604213 3.607987 1.541735 0.1 0.0 0.0 -0.70
C -2.097079 3.439240 4.429978 0.0 0.0 0.0 -1.25
C -3.879980 1.393356 3.204709 0.0 0.0 0.0 -1.11
H -0.741240 -0.555114 6.556155 0.0 0.0 0.0 0.39
H -1.780274 -0.905339 5.158934 0.0 -0.1 0.0 0.20
H -1.874415 0.659797 5.952900 -0.1 0.1 0.0 0.27
H 1.815815 -0.965482 5.555389 0.0 0.0 0.0 0.36
H 2.382341 -0.448197 3.957551 0.0 0.0 0.0 0.00
H 1.191526 -1.731867 4.085289 -0.1 -0.1 0.0 -0.12
H 0.661161 2.020856 6.435900 0.0 0.0 0.0 0.36
H 0.664447 2.945354 4.927713 0.0 0.1 0.0 0.26
H 2.037800 1.927760 5.322561 0.0 0.0 0.0 0.42
H -2.052231 4.522391 1.769859 0.0 0.0 0.0 0.33
H -3.668850 3.855401 1.486030 0.0 0.0 0.0 0.49
H -2.272515 3.295367 0.552856 0.0 0.1 0.0 -0.14
H -1.257140 4.125876 4.319209 0.0 0.0 0.0 0.29
H -1.950976 2.883942 5.355305 0.0 -0.1 0.1 0.25
H -3.011051 4.034525 4.529716 0.0 0.0 0.0 0.35
H -4.008653 0.593024 2.473698 0.0 0.0 0.0 0.19
H -4.754323 2.051881 3.166135 0.0 0.0 0.0 0.33
H -3.849412 0.921483 4.189931 0.0 0.0 0.0 0.34
```
Positions in Å, forces in eV/Å.

**ΔE to the lowest compared entry with this formula, charge and spin**: 0.0 kcal/mol
**LUMO level**: 4.009 eV
**Strongest force on any atom**: 0.0182 Eh/bohr
**Frontier orbital gap**: 5.089 eV
**DFT total energy**: -8201.1915 a.u.
**Spin multiplicity**: 4
**Charge**: -2

---

[2]
Molecular formula: C7H3NO4RuTe4
Method: DFT, ωB97M-V/def2-TZVPD

XYZ file:
```
20
Properties=species:S:1:pos:R:3:forces:R:3:mulliken_charge:R:1
Ru -2.339847 -0.506192 -0.000831 0.1 0.1 0.0 0.44
O 4.743350 0.048860 0.002237 0.1 0.1 0.0 -0.49
C 4.026547 1.008468 0.000164 -0.3 -0.6 0.0 0.52
O 4.032871 2.237301 0.000911 0.0 0.3 0.0 -0.34
C 2.391468 0.619536 -0.000285 0.2 0.3 0.0 0.70
C 2.119308 -0.732067 -0.001024 0.0 0.0 0.0 -0.89
C 0.785176 -1.098933 -0.001187 0.0 0.0 0.0 -0.24
N -0.207203 -0.206089 -0.000736 -0.1 0.0 0.0 -0.32
C 0.091458 1.098463 -0.000027 0.0 0.0 0.0 0.32
C 1.396243 1.567445 0.000200 -0.1 -0.1 0.0 -0.30
C -1.070569 2.082922 0.000687 -0.1 0.0 0.0 0.46
O -0.834748 3.266609 0.000100 0.0 0.0 0.0 -0.61
O -2.248156 1.530318 -0.000368 0.1 -0.2 0.0 -0.67
H 2.904865 -1.470935 -0.001298 0.0 0.0 0.0 0.48
H 0.506949 -2.144577 -0.001655 0.0 0.0 0.0 0.23
H 1.564768 2.632908 0.000828 0.0 0.0 0.0 0.59
Te -4.867339 -0.158777 -0.000532 0.0 0.0 0.0 0.13
Te -6.319040 -2.371943 0.001881 0.0 0.0 0.0 0.00
Te -4.521306 -4.356667 0.000538 0.0 -0.1 0.0 -0.05
Te -2.154795 -3.046651 0.000397 0.0 0.1 0.0 0.04
```
Positions in Å, forces in eV/Å.

**ΔE to the lowest compared entry with this formula, charge and spin**: 9.6 kcal/mol
**LUMO level (alpha / beta)**: -1.117 / -4.060 eV
**Strongest force on any atom**: 0.0129 Eh/bohr
**Frontier orbital gap (alpha / beta)**: 6.305 / 3.901 eV
**DFT total energy**: -1791.2053 a.u.
**Spin multiplicity**: 5

---

[3]
Molecular formula: C21H14Cl2CsN2O
Method: DFT, ωB97M-V/def2-TZVPD

XYZ file:
```
41
Properties=species:S:1:pos:R:3:forces:R:3:mulliken_charge:R:1
Cs 0.014400 -0.745607 1.335891 -0.1 0.0 -0.1 1.00
N -1.955089 -0.920305 -1.829025 -0.1 0.0 0.0 -0.43
C -3.161126 -1.578130 -2.128388 0.1 0.0 -0.1 0.18
C -3.225362 -2.340239 -3.295586 0.0 0.0 0.0 -0.64
C -4.380061 -3.015123 -3.655655 0.0 0.0 0.0 -0.44
C -5.496512 -2.948197 -2.834701 0.1 0.0 0.0 -0.68
C -5.432721 -2.189753 -1.673772 -0.1 0.0 0.0 -0.54
C -4.292428 -1.484258 -1.294372 0.0 0.0 0.0 0.60
C -4.307393 -0.646236 -0.056227 -0.1 0.0 0.0 -0.03
C -5.422700 0.167996 0.171126 0.0 0.0 0.0 -0.63
C -5.506641 0.944501 1.319066 0.0 0.0 0.0 -0.58
C -4.469656 0.904186 2.242887 0.0 -0.1 0.0 -0.59
C -3.367755 0.092103 1.983975 -0.1 0.0 -0.1 0.07
C -3.224291 -0.714117 0.843254 0.5 0.1 0.0 -0.42
H -1.568748 -0.422082 -2.617114 0.0 0.0 0.0 0.19
H -2.049035 -0.347182 -0.995839 -0.1 -0.1 0.0 0.18
H -2.339536 -2.402815 -3.918809 0.0 0.0 0.0 0.37
H -4.401513 -3.600733 -4.567167 0.0 0.0 0.0 0.34
H -6.402637 -3.483560 -3.090013 0.0 0.0 0.0 0.36
H -6.300025 -2.140126 -1.024860 0.0 0.0 0.0 0.45
H -6.225453 0.216438 -0.559843 0.0 0.0 0.0 0.40
H -6.368878 1.580452 1.485547 0.0 0.0 0.0 0.35
H -4.523548 1.505995 3.145557 0.0 0.0 0.0 0.33
H -2.566606 0.085734 2.733325 -0.1 0.1 0.1 0.15
Cl 5.552357 -1.330639 1.891816 0.0 0.1 0.0 -0.26
C 4.998977 0.264228 1.443308 0.0 0.0 0.0 0.51
C 5.927843 1.301565 1.420477 0.0 -0.1 0.0 -0.68
C 5.554337 2.570311 1.074382 0.0 0.1 0.0 0.59
Cl 6.759410 3.846067 1.053275 0.0 0.0 0.0 -0.30
C 4.212017 2.853993 0.740867 0.0 0.0 0.0 0.37
C 3.740683 4.137408 0.385590 0.0 0.0 0.0 -0.73
C 2.422314 4.321554 0.089252 -0.1 0.0 0.0 -0.53
C 1.554632 3.215798 0.147116 0.1 0.0 0.0 -0.37
N 1.953207 2.009780 0.466860 0.0 -0.1 0.1 -0.30
C 3.261841 1.798610 0.762886 -0.1 0.0 0.0 0.00
C 3.634988 0.419233 1.109465 0.1 0.0 0.0 -0.01
O 2.799155 -0.517883 1.109939 0.0 0.0 0.0 -0.84
H 6.957804 1.093160 1.678904 0.0 0.0 0.0 0.42
H 4.435827 4.965841 0.354033 0.0 0.0 0.0 0.36
H 2.044767 5.298357 -0.184053 0.0 0.0 0.0 0.37
H 0.499059 3.332799 -0.079924 0.0 0.0 0.0 0.39
```
Positions in Å, forces in eV/Å.

**LUMO level**: 2.053 eV
**Strongest force on any atom**: 0.0092 Eh/bohr
**Frontier orbital gap**: 6.022 eV
**DFT total energy**: -1933.9868 a.u.
**Charge**: -1

---

[4]
Molecular formula: C29H30I2N9OPdSSi
Method: DFT, ωB97M-V/def2-TZVPD

XYZ file:
```
74
Properties=species:S:1:pos:R:3:forces:R:3:mulliken_charge:R:1
Pd -1.030371 -1.602668 1.926095 0.2 0.3 -0.3 0.13
I -2.764070 -1.918509 4.037000 0.3 0.1 -0.3 0.44
C -3.331052 -3.794760 3.209996 -0.2 -0.1 0.1 -0.81
I -2.064216 -4.183528 1.545854 0.4 0.7 0.1 0.48
H -4.360405 -3.741386 2.873035 0.0 0.0 0.0 0.48
H -3.178763 -4.567921 3.955743 0.0 0.0 0.0 0.48
C 3.507146 -4.988196 2.691913 -0.1 0.1 -0.1 -0.99
Si 4.151081 -3.339832 2.109737 0.3 -0.1 0.1 0.10
C 4.378969 -2.136041 3.515515 -0.1 0.0 -0.1 -0.93
C 5.669996 -3.506693 1.059044 -0.1 0.1 0.0 -1.08
C 2.786391 -2.578404 0.964868 -0.1 0.0 0.0 -0.03
C 3.022900 -2.222625 -0.365108 -0.1 0.0 0.0 0.07
C 2.045257 -1.624822 -1.166750 0.1 -0.1 0.1 -1.31
C 0.800737 -1.378888 -0.637598 -0.3 0.3 -0.1 -0.36
N 0.554414 -1.742766 0.630268 -0.3 -0.2 0.5 0.03
C 1.498026 -2.304868 1.393506 0.2 -0.1 0.1 0.57
S 0.778528 -2.581478 2.982307 -0.1 0.0 0.1 -0.02
H 4.265771 -5.476448 3.307615 0.0 0.0 0.0 0.38
H 3.288655 -5.648016 1.850119 0.0 0.0 0.0 0.35
H 2.604477 -4.905192 3.303201 0.0 0.0 0.0 0.32
H 5.176369 -2.494751 4.170274 0.0 0.0 0.0 0.40
H 3.484484 -2.031386 4.135842 0.0 0.0 0.0 0.28
H 4.669589 -1.146524 3.157114 0.0 0.0 0.0 0.36
H 6.474790 -3.940716 1.656325 0.0 0.0 0.0 0.35
H 6.027333 -2.543252 0.689839 0.0 0.0 0.0 0.35
H 5.507438 -4.169894 0.206770 0.0 0.0 0.0 0.36
H 4.000986 -2.404425 -0.794666 0.0 0.0 0.0 0.52
H 2.252614 -1.349866 -2.191631 0.0 0.0 0.0 0.50
H 0.010534 -0.885907 -1.188688 0.0 0.0 0.0 0.66
C -0.069243 3.918846 2.270362 0.0 0.2 -0.1 -1.40
N 0.008509 2.455999 2.468927 0.0 -0.2 0.1 0.93
C -0.810399 1.512882 2.051584 -0.2 0.1 -0.1 -0.64
N -0.327751 0.327157 2.449945 -0.1 -0.9 -0.2 0.47
C 0.832226 0.636972 3.112154 0.2 -0.1 0.1 -0.67
N 1.052784 1.916790 3.134302 -0.1 0.0 -0.1 -0.81
C 0.563074 4.337293 0.970526 0.2 0.1 0.0 1.20
C 1.701963 5.133885 0.946622 0.0 0.0 0.2 -0.78
C 2.249226 5.544181 -0.263261 0.0 0.0 0.0 -0.74
C 1.683090 5.140754 -1.459638 -0.1 -0.1 0.0 -0.99
C 0.555142 4.316892 -1.437313 0.1 0.0 0.3 -0.13
C -0.009141 3.937359 -0.224720 0.0 0.0 -0.1 0.06
C -0.024859 3.821703 -2.668691 0.0 0.1 -0.8 0.66
N 0.264330 4.112468 -3.894858 0.3 0.3 0.5 -0.45
N -0.548477 3.354729 -4.687766 -0.4 -0.5 -0.2 -0.44
C -1.285751 2.640513 -3.900571 0.5 0.5 -0.3 0.62
O -1.004837 2.888844 -2.600599 -0.2 -0.2 0.5 -0.24
C -2.277219 1.635041 -4.229971 -0.2 -0.2 0.0 -0.22
C -2.570754 1.349452 -5.559693 0.0 0.0 0.1 -0.95
C -3.495671 0.357694 -5.848799 0.0 0.0 0.0 -0.70
C -4.109316 -0.346543 -4.825433 -0.1 -0.1 0.1 -0.96
C -3.820206 -0.059106 -3.493499 0.1 0.0 -0.1 0.94
C -4.547974 -0.824365 -2.411471 -0.1 0.1 -0.2 -1.21
N -3.911568 -0.696569 -1.091952 0.0 -0.1 0.1 0.76
C -2.794284 -1.248176 -0.650323 0.0 0.0 -0.1 -0.65
N -2.569249 -0.841942 0.603884 0.0 -0.2 0.1 0.86
C -3.638736 -0.030921 0.871715 0.0 0.1 0.0 -0.86
N -4.454205 0.085100 -0.138778 0.0 0.0 0.0 -0.81
C -2.910707 0.939370 -3.199138 0.1 0.0 0.0 -0.03
H 0.432756 4.366485 3.124248 0.0 -0.1 0.0 0.45
H -1.123212 4.194639 2.307388 0.0 -0.1 0.0 0.35
H -1.725230 1.690617 1.515218 0.0 0.0 -0.1 0.55
H 1.479627 -0.082711 3.581055 0.0 0.0 0.0 0.58
H 2.159921 5.449524 1.876103 0.0 0.0 0.0 0.43
H 3.125178 6.177788 -0.266675 0.0 0.0 0.0 0.44
H 2.098432 5.448295 -2.409871 0.0 0.0 0.0 0.57
H -0.912347 3.337162 -0.232671 0.0 0.0 0.0 0.52
H -2.076535 1.903693 -6.345944 0.0 0.0 0.0 0.57
H -3.735605 0.126341 -6.877255 0.0 0.0 0.0 0.43
H -4.824225 -1.124191 -5.067880 0.0 0.0 0.0 0.50
H -4.611274 -1.883553 -2.659275 0.0 0.0 0.1 0.51
H -5.562364 -0.450225 -2.278413 0.0 0.0 0.1 0.33
H -2.190504 -1.929768 -1.228324 0.0 0.0 0.0 0.58
H -3.806718 0.463770 1.814744 0.0 0.0 0.0 0.53
H -2.685504 1.205593 -2.173532 0.0 0.0 0.0 0.78
```
Positions in Å, forces in eV/Å.

**ΔE to the lowest compared entry with this formula, charge and spin**: 0.0 kcal/mol
**LUMO level**: -12.563 eV
**Strongest force on any atom**: 0.0173 Eh/bohr
**Frontier orbital gap**: 2.176 eV
**DFT total energy**: -3101.0980 a.u.
**Charge**: +3

---

[5]
Molecular formula: C5H9N3O2S
Method: DFT, ωB97M-V/def2-TZVPD

XYZ file:
```
20
Properties=species:S:1:pos:R:3:forces:R:3:mulliken_charge:R:1
H -1.302995 3.183946 -0.859147 -1.5 1.1 1.6 0.28
N -0.841652 2.591150 -1.468618 2.7 -4.2 -0.9 -0.70
C -0.690009 1.371761 -1.008433 -3.0 3.4 0.2 0.72
C -0.048456 0.334990 -1.766034 -0.2 0.5 -1.6 -0.51
C -0.157518 -1.006867 -1.633815 1.9 0.8 -1.7 -0.23
C -0.522180 -1.606138 -0.339647 2.1 -2.1 -0.7 -0.79
C 0.565178 -1.420587 0.730179 -0.5 0.6 -0.1 -0.60
N 0.725947 0.003963 0.998409 -1.0 0.2 1.1 -0.39
S -0.472694 0.820118 1.445250 0.6 -0.1 0.6 0.96
N 0.263454 2.295988 1.663754 0.3 -0.8 -0.9 -0.57
O -1.329809 0.522737 2.567872 0.3 0.3 -1.3 -0.66
O -1.513108 1.066720 0.138201 1.8 -0.1 0.8 -0.41
H 0.299605 0.968742 -2.628221 0.2 -1.7 0.3 0.34
H 0.292650 -1.618003 -2.489814 -0.8 0.7 1.4 0.29
H -1.373607 -1.172966 -0.014695 -2.8 1.5 1.3 0.51
H -0.774843 -2.652427 -0.352808 0.1 -0.6 -0.6 0.45
H 0.287969 -2.091757 1.564508 0.2 0.7 0.1 0.31
H 1.552963 -1.667441 0.401012 0.4 -0.8 -0.4 0.35
H 0.893920 2.413657 0.860241 0.1 -0.2 0.5 0.37
H -0.413746 3.015132 1.555769 -0.9 0.8 0.3 0.28
```
Positions in Å, forces in eV/Å.

**ΔE to the lowest compared entry with this formula, charge and spin**: 57.6 kcal/mol
**LUMO level**: -0.069 eV
**Strongest force on any atom**: 0.0981 Eh/bohr
**Frontier orbital gap**: 9.702 eV
**DFT total energy**: -908.7383 a.u.
**SMILES string**: [H]/N=C1/C=C\CCN=[S@](N)(=O)O1